*1*
14
Properties=species:S:1:pos:R:3 method="wB97M-V/def2-TZVPD" homo_lumo_gap_ev=7.32 total_charge=-1
C 1.94 0.45 -1.12
C 1.01 0.09 -0.47
C -0.23 -0.15 0.26
N -1.16 0.89 -0.05
C -0.37 -1.06 1.33
O 0.67 -1.87 1.70
O -1.36 -1.20 2.12
C -3.04 -0.71 1.89
O -3.38 -0.98 0.76
O -3.42 -0.16 2.88
H 2.90 0.46 -1.52
H -2.00 0.48 -0.27
H -1.34 1.34 0.79
H 1.31 -1.94 1.03

*2*
14
Properties=species:S:1:pos:R:3 method="wB97M-V/def2-TZVPD" homo_lumo_gap_ev=7.73 total_charge=-1
C -0.74 -1.48 -1.05
C 2.12 1.61 -0.02
C -0.84 1.01 -0.67
C -0.39 -0.43 -0.20
C -0.38 -0.62 1.32
N 0.40 0.69 -0.79
O 2.42 0.94 0.87
O -1.84 1.67 -0.84
O -1.05 -2.59 -0.67
O 2.15 2.40 -0.85
H -0.77 -1.19 -2.15
H 0.24 -1.46 1.75
H -1.42 -0.86 1.63
H 0.10 0.32 1.64

On energetic grounds, *2* is preferred over the next structure by 0.0397 hartree.

*1*
40
Properties=species:S:1:pos:R:3 method="wB97M-V/def2-TZVPD" smiles=CNCCNCCO.O.O.O.O.O.O homo_lumo_gap_ev=8.63 total_charge=0
C -1.73 3.29 -1.20
N -1.56 1.91 -0.66
C -0.27 1.65 0.12
C 0.42 0.19 -0.11
N 1.78 0.18 0.51
C 2.31 -1.22 0.66
C 2.92 -1.65 -0.71
O 3.67 -0.70 -1.35
H -1.14 3.99 -0.63
H -1.34 3.34 -2.26
H -2.85 3.63 -1.20
H -2.37 1.62 -0.15
H -0.49 1.87 1.14
H 0.37 2.43 -0.19
H 0.55 0.08 -1.22
H -0.12 -0.71 0.30
H 2.41 0.65 -0.11
H 1.50 -1.99 0.97
H 3.16 -1.21 1.40
H 3.74 -2.42 -0.56
H 2.14 -2.04 -1.37
H 3.16 -0.66 -2.28
O -3.68 0.57 1.28
H -4.57 0.93 1.24
H -3.80 -0.43 1.28
O -3.07 -1.99 0.99
H -2.22 -2.38 0.71
H -3.35 -2.44 1.87
O 0.98 -1.35 3.28
H 1.19 -0.71 2.66
H 0.07 -1.11 3.51
O -1.31 0.58 3.31
H -0.61 1.07 3.86
H -1.54 1.30 2.73
O -0.66 -0.20 -3.03
H -0.98 0.20 -2.24
H -1.15 0.18 -3.77
O 1.83 -0.91 -3.21
H 1.99 -0.85 -4.19
H 0.78 -0.56 -3.06

*2*
40
Properties=species:S:1:pos:R:3 method="wB97M-V/def2-TZVPD" smiles=NCCNCCCO.O.O.O.O.O.O homo_lumo_gap_ev=8.71 total_charge=0
N 2.48 -1.40 1.32
C 2.46 -1.69 -0.11
C 3.10 -0.50 -0.92
N 2.23 0.66 -1.19
C 1.11 0.41 -2.08
C -0.23 -0.14 -1.55
C -1.22 -0.34 -2.72
O -2.56 -0.46 -2.15
H 3.25 -0.76 1.46
H 1.75 -0.84 1.74
H 3.17 -2.50 -0.32
H 1.52 -2.12 -0.42
H 3.98 -0.09 -0.41
H 3.53 -0.90 -1.83
H 2.02 1.10 -0.30
H 1.37 -0.12 -3.00
H 0.77 1.45 -2.22
H -0.82 0.45 -0.85
H -0.11 -1.12 -1.08
H -1.07 -1.31 -3.18
H -1.35 0.52 -3.37
H -2.57 0.28 -1.53
O -2.27 -1.22 3.25
H -2.86 -1.32 2.50
H -1.46 -0.78 2.99
O -3.44 -0.35 0.84
H -3.26 -0.79 0.00
H -3.98 0.43 0.66
O -1.47 1.45 1.11
H -2.19 0.78 1.25
H -1.12 0.90 0.40
O 1.62 1.87 1.66
H 1.29 2.55 1.05
H 0.78 1.42 1.86
O -2.43 2.22 -1.08
H -1.92 2.60 -0.35
H -2.14 2.54 -1.93
O 0.44 -0.63 3.43
H 0.30 -1.56 3.19
H 1.29 -0.68 3.89

On energetic grounds, *2* is preferred over the next structure by 0.0240 hartree.

*1*
11
Properties=species:S:1:pos:R:3 method="wB97M-V/def2-TZVPD" smiles="[H]/N=C/CF.O=C=O" homo_lumo_gap_ev=10.97 total_charge=0
H -0.28 2.23 0.02
N -0.21 1.29 -0.21
C 0.76 0.67 0.30
C 1.23 -0.75 -0.30
F 2.15 -1.39 0.48
H 1.39 1.00 1.22
H 0.48 -1.47 -0.54
H 1.71 -0.31 -1.22
O -2.80 0.60 0.41
C -2.44 -0.42 0.07
O -1.98 -1.44 -0.22

*2*
11
Properties=species:S:1:pos:R:3 method="wB97M-V/def2-TZVPD" homo_lumo_gap_ev="6.85 / 9.44" total_charge=0
C 0.83 0.27 0.50
C -1.18 0.59 -0.12
C 1.62 -0.08 -0.69
N -1.93 -0.16 0.78
O -1.43 -0.40 1.88
O -3.06 -0.51 0.42
F -1.20 0.39 -1.41
H 1.00 0.30 1.59
H 0.81 -0.28 -1.59
H 2.26 0.77 -1.02
H 2.28 -0.89 -0.33

*3*
11
Properties=species:S:1:pos:R:3 method="wB97M-V/def2-TZVPD" smiles="O=C1[C@@H](F)CN1O" homo_lumo_gap_ev=10.31 total_charge=0
O 0.51 2.28 -0.17
C 0.05 1.11 -0.12
C -1.27 0.17 0.13
F -2.36 0.36 -0.59
C -0.40 -1.04 -0.03
N 0.75 -0.04 -0.17
O 2.17 -0.29 -0.48
H -1.55 0.50 1.23
H -0.29 -1.54 0.90
H -0.44 -1.65 -1.01
H 2.82 0.14 0.30

*4*
11
Properties=species:S:1:pos:R:3 method="wB97M-V/def2-TZVPD" homo_lumo_gap_ev="7.39 / 7.51" total_charge=0
C 0.50 1.46 -1.52
C -0.38 -0.19 0.18
C 0.79 0.77 -0.26
N 1.04 -0.05 -2.98
O 0.07 2.45 -2.01
O 0.81 0.25 -4.12
F 0.86 1.78 0.72
H -1.29 0.35 0.52
H -0.71 -0.87 -0.68
H 0.03 -0.81 0.96
H 1.81 0.24 -0.25

On energetic grounds, *1* is preferred over the next structure by 0.1197 hartree.

*1*
16
Properties=species:S:1:pos:R:3 method="wB97M-V/def2-TZVPD" s2=0.75 spin_multiplicity=2 homo_lumo_gap_ev="2.77 / 12.22" total_charge=-1
C 0.41 0.43 1.70
C 1.64 1.30 1.87
H -0.22 0.84 0.92
H 0.67 -0.56 1.32
H -0.15 0.26 2.62
H 1.94 1.37 2.92
H 1.50 2.33 1.55
H 2.52 0.91 1.35
C -0.34 -1.13 -1.83
C -1.74 -0.55 -1.73
H -0.05 -1.66 -0.91
H -0.29 -1.95 -2.56
H 0.37 -0.35 -2.09
H -1.99 0.00 -2.64
H -1.84 0.15 -0.91
H -2.43 -1.39 -1.58

*2*
16
Properties=species:S:1:pos:R:3 method="wB97M-V/def2-TZVPD" s2=0.75 spin_multiplicity=2 homo_lumo_gap_ev="2.85 / 11.90" total_charge=-1
C -0.12 2.65 0.26
C -0.82 1.86 1.29
H 0.76 3.17 0.69
H 0.33 2.14 -0.69
H -0.73 3.42 -0.21
H -0.16 0.98 1.55
H -1.22 2.43 2.19
H -1.71 1.35 0.97
C -0.18 -2.11 -0.38
C 1.09 -2.37 -1.17
H -0.05 -1.34 0.36
H -1.16 -1.90 -1.02
H -0.51 -3.02 0.14
H 1.01 -3.03 -1.98
H 1.88 -2.93 -0.52
H 1.68 -1.47 -1.46

*3*
16
Properties=species:S:1:pos:R:3 method="wB97M-V/def2-TZVPD" s2=0.75 spin_multiplicity=2 homo_lumo_gap_ev="2.80 / 11.81" total_charge=-1
C 1.70 1.53 0.17
C 2.18 0.36 -0.67
H 0.76 1.47 0.87
H 2.49 1.52 0.93
H 1.59 2.46 -0.42
H 2.02 -0.61 -0.30
H 3.29 0.32 -0.99
H 1.51 0.46 -1.59
C -2.65 -0.77 0.55
C -1.22 -1.18 -0.05
H -2.52 0.15 1.21
H -3.26 -0.50 -0.26
H -3.08 -1.57 1.03
H -1.34 -1.49 -1.06
H -0.63 -0.23 -0.29
H -0.86 -1.64 0.89

On energetic grounds, *1* is preferred over the next structure by 0.0200 hartree.

*1*
16
Properties=species:S:1:pos:R:3 method="wB97M-V/def2-TZVPD" s2=0.75 spin_multiplicity=2 homo_lumo_gap_ev="2.75 / 12.03" total_charge=-1
C -0.82 0.50 1.75
C 0.69 0.42 1.89
H -1.14 1.54 1.82
H -1.10 -0.13 0.90
H -1.32 -0.09 2.50
H 1.12 0.92 2.77
H 1.31 0.82 1.08
H 0.98 -0.61 2.07
C 0.26 -1.05 -1.56
C -0.25 0.27 -2.17
H -0.47 -1.84 -1.34
H 0.98 -1.59 -2.19
H 0.74 -0.90 -0.59
H 0.25 1.09 -1.66
H -1.33 0.34 -2.07
H 0.09 0.31 -3.21

*2*
16
Properties=species:S:1:pos:R:3 method="wB97M-V/def2-TZVPD" s2=0.75 spin_multiplicity=2 homo_lumo_gap_ev="2.74 / 12.08" total_charge=-1
C -2.48 -0.64 -0.63
C -2.45 -0.73 0.92
H -3.30 -1.25 -1.03
H -2.69 0.35 -1.00
H -1.65 -1.17 -1.10
H -1.60 -1.38 1.18
H -2.48 0.22 1.43
H -3.31 -1.34 1.21
C 2.75 1.20 0.35
C 2.14 0.19 -0.65
H 3.82 1.24 0.18
H 2.29 2.18 0.32
H 2.55 0.80 1.36
H 2.18 0.69 -1.63
H 1.09 0.16 -0.56
H 2.67 -0.75 -0.56

On energetic grounds, *1* is preferred over the next structure by 0.0019 hartree.

*1*
16
Properties=species:S:1:pos:R:3 method="wB97M-V/def2-TZVPD" s2=0.75 spin_multiplicity=2 homo_lumo_gap_ev="2.75 / 12.05" total_charge=-1
C -1.84 -1.87 -0.38
C -1.89 -0.49 0.31
H -1.30 -2.57 0.25
H -2.83 -2.32 -0.46
H -1.41 -1.70 -1.37
H -2.61 0.13 -0.22
H -0.90 -0.05 0.25
H -2.14 -0.59 1.36
C 1.73 1.59 -0.63
C 2.00 0.82 0.65
H 1.13 1.07 -1.37
H 1.13 2.47 -0.36
H 2.66 1.85 -1.07
H 2.93 1.08 1.17
H 2.09 -0.25 0.44
H 1.25 0.84 1.44

*2*
16
Properties=species:S:1:pos:R:3 method="wB97M-V/def2-TZVPD" s2=0.75 spin_multiplicity=2 homo_lumo_gap_ev="2.89 / 12.07" total_charge=-1
C -1.88 2.03 0.49
C -0.39 2.09 0.02
H -2.28 3.01 0.62
H -2.46 1.54 -0.29
H -1.86 1.42 1.39
H -0.09 3.01 -0.56
H -0.15 1.17 -0.56
H 0.22 1.83 0.90
C 0.74 -2.77 -0.38
C 1.49 -1.33 -0.16
H -0.28 -2.58 -0.12
H 1.07 -3.03 -1.40
H 1.31 -3.40 0.28
H 1.60 -0.79 -1.07
H 2.48 -1.50 0.36
H 0.93 -0.81 0.63

*3*
16
Properties=species:S:1:pos:R:3 method="wB97M-V/def2-TZVPD" s2=0.75 spin_multiplicity=2 homo_lumo_gap_ev="2.79 / 11.94" total_charge=-1
C 2.15 -1.36 1.45
C 1.73 -0.28 0.42
H 2.30 -1.17 2.51
H 1.38 -2.18 1.26
H 3.17 -1.72 1.14
H 0.68 -0.32 0.38
H 2.18 0.74 0.74
H 2.11 -0.50 -0.66
C -2.00 1.25 -0.23
C -1.86 0.42 -1.56
H -1.53 0.58 0.48
H -1.76 2.31 -0.20
H -3.15 1.44 -0.17
H -2.30 1.06 -2.50
H -2.38 -0.51 -1.63
H -0.83 0.10 -1.78

On energetic grounds, *1* is preferred over the next structure by 0.0230 hartree.

*1*
14
Properties=species:S:1:pos:R:3 method="wB97M-V/def2-TZVPD" homo_lumo_gap_ev=9.07 total_charge=0
C 1.69 -0.01 0.92
C -0.75 -0.09 0.38
C -0.52 0.66 -0.81
C -1.93 -0.79 0.41
H 2.32 1.03 1.74
H 1.97 -1.21 1.43
H 1.66 0.39 -0.39
H -1.23 0.92 -1.52
H 0.25 1.58 -0.66
H 0.87 0.06 -2.34
H -2.66 -0.59 -0.47
O 0.20 -0.06 1.31
O 0.45 -0.37 -1.49
F -2.31 -1.52 1.50

*2*
14
Properties=species:S:1:pos:R:3 method="wB97M-V/def2-TZVPD" homo_lumo_gap_ev=8.91 total_charge=0
C 0.11 1.22 0.27
C 0.02 0.19 1.49
C 0.45 -0.92 0.68
C 0.85 0.13 -0.52
H -2.03 1.05 0.52
H 0.56 2.13 0.44
H -0.89 0.21 2.06
H 0.81 0.22 2.14
H 1.31 -1.56 0.89
H 1.86 0.24 -0.57
H -0.43 0.18 -1.73
O -1.14 1.60 -0.51
O 0.50 -0.29 -1.79
F -0.52 -1.85 0.35

On energetic grounds, *2* is preferred over the next structure by 0.0519 hartree.

*1*
65
Properties=species:S:1:pos:R:3 method="wB97M-V/def2-TZVPD" homo_lumo_gap_ev=7.85 total_charge=0
K -0.05 -0.39 -1.34
C 0.50 -2.75 1.10
N 0.09 -1.38 1.40
C -1.19 -1.33 2.12
C -2.40 -1.00 1.25
C -3.68 -1.29 1.71
C -4.76 -0.97 0.90
C -4.53 -0.40 -0.34
C -3.23 -0.14 -0.72
N -2.18 -0.43 0.07
C 1.16 -0.68 2.10
C 2.35 -0.32 1.23
C 3.52 0.15 1.82
C 4.57 0.56 1.01
C 4.43 0.48 -0.37
C 3.24 -0.03 -0.87
N 2.23 -0.42 -0.09
C -0.48 -3.51 0.22
C -0.83 -4.82 0.52
C -1.70 -5.49 -0.33
C -2.18 -4.83 -1.45
C -1.76 -3.53 -1.68
N -0.93 -2.89 -0.87
H 0.67 -3.33 2.02
H 1.46 -2.70 0.56
H -1.12 -0.57 2.91
H -1.38 -2.28 2.64
H -3.83 -1.76 2.67
H -5.77 -1.20 1.23
H -5.35 -0.17 -1.01
H -2.98 0.27 -1.69
H 1.52 -1.23 2.98
H 0.75 0.26 2.47
H 3.60 0.20 2.90
H 5.48 0.94 1.45
H 5.22 0.80 -1.04
H 3.07 -0.11 -1.94
H -0.44 -5.31 1.41
H -2.00 -6.51 -0.12
H -2.86 -5.32 -2.14
H -2.09 -2.97 -2.55
N -1.48 2.66 -1.78
C -0.79 3.10 -3.00
C -0.99 2.05 -4.08
C -0.45 0.72 -3.57
O 0.76 0.72 -3.23
O -1.26 -0.24 -3.44
H -2.48 2.82 -1.86
H -1.15 3.16 -0.96
H 0.28 3.14 -2.77
H -1.09 4.09 -3.34
H -0.44 2.35 -4.98
H -2.05 1.95 -4.33
N 5.34 4.03 0.32
C 4.26 3.80 0.64
C 2.90 3.51 1.04
C 2.49 3.73 2.35
C 1.19 3.39 2.70
C 0.38 2.83 1.73
N 0.77 2.61 0.47
C 2.01 2.96 0.13
H 3.17 4.15 3.07
H 0.83 3.54 3.70
H -0.64 2.53 1.96
H 2.31 2.76 -0.89

*2*
65
Properties=species:S:1:pos:R:3 method="wB97M-V/def2-TZVPD" homo_lumo_gap_ev=7.82 total_charge=0
K -1.10 -0.74 -0.50
C 0.77 1.14 -2.66
N 1.17 0.88 -1.29
C 2.46 0.20 -1.21
C 2.36 -1.29 -0.94
C 3.47 -2.11 -1.17
C 3.36 -3.46 -0.91
C 2.15 -3.96 -0.44
C 1.10 -3.07 -0.24
N 1.22 -1.77 -0.47
C 1.15 2.11 -0.52
C -0.24 2.64 -0.23
C -0.40 3.92 0.29
C -1.67 4.35 0.65
C -2.74 3.49 0.47
C -2.50 2.25 -0.09
N -1.27 1.83 -0.43
C 0.61 -0.11 -3.49
C 1.12 -0.19 -4.78
C 0.92 -1.35 -5.51
C 0.22 -2.40 -4.93
C -0.26 -2.23 -3.64
N -0.08 -1.11 -2.94
H 1.48 1.81 -3.16
H -0.20 1.65 -2.64
H 3.05 0.63 -0.40
H 3.04 0.35 -2.13
H 4.39 -1.69 -1.56
H 4.20 -4.12 -1.07
H 2.02 -5.02 -0.24
H 0.12 -3.40 0.09
H 1.73 2.91 -1.01
H 1.62 1.93 0.44
H 0.46 4.57 0.42
H -1.82 5.33 1.08
H -3.74 3.78 0.75
H -3.29 1.53 -0.26
H 1.67 0.65 -5.20
H 1.31 -1.43 -6.52
H 0.05 -3.32 -5.47
H -0.82 -3.01 -3.14
N -0.80 -2.42 2.51
C -2.22 -2.46 2.85
C -3.00 -3.13 1.73
C -2.79 -2.31 0.44
O -3.16 -1.12 0.47
O -2.21 -2.87 -0.52
H -0.38 -3.33 2.62
H -0.30 -1.77 3.10
H -2.58 -1.44 2.94
H -2.42 -2.98 3.80
H -4.06 -3.14 1.98
H -2.66 -4.15 1.57
N -2.71 4.51 4.32
C -1.88 3.78 4.01
C -0.83 2.89 3.65
C 0.50 3.22 3.92
C 1.50 2.34 3.54
C 1.13 1.16 2.90
N -0.14 0.84 2.65
C -1.09 1.68 3.01
H 0.73 4.15 4.42
H 2.54 2.56 3.73
H 1.87 0.43 2.59
H -2.11 1.38 2.78

On energetic grounds, *1* is preferred over the next structure by 0.0041 hartree.